#i
{"formula": "C18H29N3O3", "method": "ωB97M-V/def2-TZVPD", "spin_multiplicity": 1, "gap_ev": 8.72, "e_lumo_ev": 0.548, "charge": 0, "e_homo_ev": -8.17, "species": ["C", "H", "H", "C", "C", "O", "N", "C", "H", "C", "N", "C", "H", "H", "C", "N", "C", "C", "C", "O", "H", "C", "H", "C", "C", "H", "H", "H", "C", "H", "H", "H", "C", "C", "O", "H", "H", "H", "H", "H", "H", "C", "C", "H", "H", "H", "H", "H", "H", "H", "H", "H", "H"], "coordinates": [[-1.15, 7.00, 3.81], [-2.13, 6.52, 3.59], [-1.38, 8.01, 3.32], [0.03, 6.27, 3.32], [-0.01, 6.04, 1.64], [0.78, 6.62, 1.02], [-0.52, 4.88, 1.33], [-1.55, 3.91, 2.10], [-1.52, 4.11, 3.17], [-0.77, 2.61, 1.89], [-0.88, 2.10, 0.66], [-0.47, 0.76, 0.24], [0.72, 0.89, 0.14], [-0.81, 0.21, 1.09], [-0.89, 0.39, -1.21], [-0.54, -1.10, -1.16], [0.26, -1.53, -2.06], [0.39, -3.07, -2.01], [-0.55, -3.78, -1.04], [-1.20, -3.39, -0.19], [-1.36, -2.37, -0.46], [-0.19, -5.48, -1.00], [-0.48, -5.73, 0.02], [1.20, -5.89, -1.53], [0.76, -7.37, -1.76], [1.98, -7.60, -2.12], [0.93, -7.73, -0.99], [0.18, -7.65, -2.37], [2.29, -5.47, -0.65], [3.21, -5.69, -1.01], [2.10, -4.36, -0.43], [1.90, -5.89, 0.23], [1.30, -5.12, -2.93], [1.28, -3.60, -3.07], [1.96, -2.95, -3.74], [2.22, -5.46, -3.20], [0.38, -5.43, -3.76], [-0.87, -5.77, -1.61], [0.77, -1.10, -2.63], [-1.80, 0.48, -1.17], [-0.02, 0.95, -1.90], [0.11, 3.07, -0.13], [-0.67, 4.53, -0.08], [-0.06, 5.39, -0.66], [-1.84, 4.48, -0.41], [-0.14, 3.16, -1.31], [1.05, 3.39, 0.01], [-1.25, 1.97, 2.42], [0.12, 2.58, 2.34], [-2.44, 3.73, 1.83], [0.09, 5.30, 3.94], [0.84, 6.85, 3.57], [-1.33, 7.35, 4.89]]}

=====

#ii
{"formula": "C18H29N3O3", "method": "ωB97M-V/def2-TZVPD", "spin_multiplicity": 1, "gap_ev": 8.61, "e_lumo_ev": 0.549, "charge": 0, "e_homo_ev": -8.06, "species": ["C", "C", "H", "H", "O", "C", "O", "N", "C", "H", "H", "C", "N", "C", "O", "N", "H", "C", "C", "C", "C", "C", "C", "H", "H", "C", "C", "C", "H", "H", "C", "H", "H", "H", "H", "H", "H", "H", "H", "H", "H", "H", "C", "H", "C", "H", "H", "H", "H", "H", "H", "H", "H"], "coordinates": [[3.45, 6.33, 3.34], [2.04, 5.97, 2.74], [1.76, 6.69, 2.10], [1.41, 5.97, 3.61], [2.05, 4.98, 1.82], [1.93, 3.83, 2.76], [1.82, 3.83, 4.04], [2.05, 2.65, 1.88], [1.99, 1.35, 2.53], [2.51, 1.32, 3.38], [0.99, 1.04, 3.05], [2.48, 0.30, 1.57], [1.39, 0.41, 0.21], [0.67, -0.89, 0.22], [0.97, -1.84, 0.65], [-0.39, -0.59, -0.67], [-0.45, 0.23, -1.43], [-1.21, -1.71, -1.22], [-2.04, -1.36, -2.36], [-3.04, -2.35, -2.73], [-2.05, -3.39, -3.52], [-1.18, -3.96, -2.21], [-0.25, -2.94, -1.80], [0.34, -3.24, -0.97], [0.58, -2.56, -2.79], [-2.00, -4.66, -1.30], [-2.95, -3.38, -0.75], [-1.86, -2.50, -0.07], [-1.33, -2.67, 0.73], [-2.65, -1.58, 0.36], [-3.71, -3.01, -1.68], [-4.36, -3.68, -2.16], [-4.45, -2.21, -1.23], [-3.47, -3.81, 0.11], [-1.33, -4.92, -0.53], [-2.55, -5.56, -1.51], [-0.44, -4.80, -3.00], [-2.95, -4.24, -3.67], [-1.54, -3.03, -4.27], [-3.62, -1.92, -3.42], [-1.72, -0.79, -3.12], [-2.78, -0.37, -1.61], [1.04, 1.73, -0.03], [-0.07, 1.99, 0.18], [2.10, 2.74, 0.54], [2.89, 2.47, 0.02], [1.51, 3.69, 0.12], [0.95, 1.67, -1.28], [2.35, -0.80, 1.93], [3.40, 0.52, 1.35], [4.27, 6.36, 2.44], [3.90, 5.53, 3.96], [3.57, 7.13, 3.71]]}

=====

Relative calculated energies, zero for the most stable structure, unit kJ/mol: #i 276.0; #ii 0.0.

=====

#i
{"formula": "C46H69BGaN11OS3Te", "method": "ωB97M-V/def2-TZVPD", "spin_multiplicity": 2, "gap_ev": [6.90, 6.83], "e_lumo_ev": [-1.500, -3.207], "charge": 1, "e_homo_ev": [-8.40, -10.04], "species": ["Ga", "C", "C", "C", "C", "N", "C", "C", "N", "B", "N", "C", "C", "N", "C", "S", "C", "C", "C", "C", "N", "C", "C", "N", "C", "S", "C", "C", "C", "C", "C", "S", "H", "H", "H", "H", "H", "H", "H", "H", "H", "H", "H", "H", "H", "H", "H", "H", "H", "H", "H", "H", "H", "H", "H", "H", "H", "H", "H", "H", "H", "H", "H", "H", "H", "H", "C", "C", "O", "N", "Te", "C", "C", "C", "C", "C", "C", "C", "C", "C", "C", "C", "C", "C", "C", "C", "C", "C", "C", "H", "H", "H", "H", "H", "H", "H", "H", "H", "H", "H", "H", "H", "H", "H", "H", "H", "H", "H", "H", "H", "H", "H", "H", "H", "C", "C", "C", "C", "N", "C", "N", "N", "N", "H", "H", "H", "H", "H", "H", "H", "H", "H", "H"], "coordinates": [[0.23, 0.10, 0.68], [4.12, 5.32, 0.12], [2.96, 4.47, 0.65], [2.21, 5.28, 1.71], [2.04, 4.10, -0.52], [3.51, 3.22, 1.27], [4.86, 2.91, 1.34], [4.97, 1.73, 1.96], [3.70, 1.30, 2.28], [3.51, -0.07, 2.99], [3.70, -1.23, 1.98], [4.30, -2.39, 2.41], [4.42, -3.21, 1.36], [3.88, -2.56, 0.26], [3.44, -1.33, 0.66], [2.70, -0.13, -0.33], [3.87, -3.14, -1.12], [4.46, -4.54, -1.09], [4.71, -2.26, -2.05], [2.42, -3.25, -1.60], [2.16, -0.12, 3.76], [2.05, 0.58, 4.94], [0.89, 0.24, 5.53], [0.26, -0.68, 4.70], [1.07, -0.89, 3.62], [0.71, -1.85, 2.23], [-1.01, -1.39, 5.06], [-2.09, -1.08, 4.03], [-1.48, -0.92, 6.43], [-0.72, -2.90, 5.14], [2.81, 2.21, 1.85], [1.10, 2.12, 2.03], [3.70, 6.23, -0.30], [4.67, 4.81, -0.67], [4.81, 5.61, 0.92], [1.85, 6.21, 1.26], [2.87, 5.52, 2.54], [1.35, 4.73, 2.08], [1.86, 4.98, -1.13], [1.08, 3.75, -0.14], [2.50, 3.33, -1.14], [5.63, 3.55, 0.95], [5.85, 1.15, 2.21], [4.38, -0.18, 3.81], [4.59, -2.53, 3.44], [4.84, -4.20, 1.31], [5.51, -4.53, -0.78], [4.42, -4.95, -2.10], [3.90, -5.21, -0.43], [5.74, -2.22, -1.70], [4.31, -1.25, -2.10], [4.70, -2.69, -3.06], [1.84, -3.85, -0.89], [2.39, -3.73, -2.58], [1.96, -2.26, -1.68], [2.81, 1.29, 5.25], [0.47, 0.59, 6.45], [-2.30, -0.01, 4.01], [-3.01, -1.61, 4.30], [-1.79, -1.39, 3.03], [-1.70, 0.15, 6.44], [-0.75, -1.14, 7.21], [-2.40, -1.45, 6.67], [-0.41, -3.30, 4.18], [-1.63, -3.42, 5.46], [0.06, -3.09, 5.88], [-2.17, 2.75, 2.35], [-1.72, 2.70, 0.91], [-1.24, 3.72, 0.34], [-1.85, 1.55, 0.24], [-0.95, 2.06, -1.50], [-1.92, 3.51, -2.79], [-1.33, 3.53, -4.07], [-0.08, 2.77, -4.46], [-1.91, 4.29, -5.08], [-3.04, 5.05, -4.87], [-3.68, 5.84, -5.98], [-3.57, 5.07, -3.59], [-3.04, 4.33, -2.53], [-3.73, 4.52, -1.20], [-1.89, 0.42, -2.51], [-3.28, 0.23, -2.44], [-4.26, 1.17, -1.78], [-3.83, -0.91, -3.02], [-3.06, -1.86, -3.67], [-3.68, -3.10, -4.25], [-1.70, -1.63, -3.76], [-1.10, -0.52, -3.19], [0.41, -0.42, -3.31], [-3.18, 2.36, 2.43], [-2.12, 3.77, 2.72], [-1.51, 2.12, 2.96], [0.59, 2.55, -3.63], [0.49, 3.35, -5.18], [-0.35, 1.83, -4.95], [-1.44, 4.28, -6.06], [-3.16, 5.68, -6.93], [-3.65, 6.91, -5.75], [-4.73, 5.56, -6.10], [-4.44, 5.69, -3.38], [-4.02, 5.56, -1.10], [-3.10, 4.26, -0.37], [-4.65, 3.93, -1.15], [-3.78, 2.02, -1.31], [-4.82, 0.65, -1.00], [-4.97, 1.55, -2.52], [-4.91, -1.05, -2.95], [-4.72, -3.21, -3.93], [-3.13, -3.99, -3.95], [-3.67, -3.07, -5.35], [-1.07, -2.34, -4.29], [0.86, -1.41, -3.16], [0.85, 0.24, -2.57], [0.70, -0.08, -4.30], [-2.61, -5.45, 2.21], [-2.03, -5.92, 0.88], [-0.50, -5.91, 0.92], [-2.56, -5.09, -0.31], [-2.08, -3.71, -0.30], [-0.98, -3.21, -0.86], [-0.83, -1.97, -0.46], [-1.89, -1.73, 0.37], [-2.63, -2.76, 0.47], [-2.26, -6.10, 3.02], [-3.70, -5.48, 2.20], [-2.30, -4.43, 2.43], [-2.37, -6.94, 0.68], [-0.11, -4.92, 1.17], [-0.07, -6.23, -0.03], [-0.15, -6.60, 1.69], [-3.65, -5.05, -0.28], [-2.24, -5.53, -1.25], [-0.33, -3.74, -1.53]]}

=====

#ii
{"formula": "C46H69BGaN11OS3Te", "method": "ωB97M-V/def2-TZVPD", "spin_multiplicity": 2, "gap_ev": [7.18, 7.16], "e_lumo_ev": [-1.690, -2.595], "charge": 1, "e_homo_ev": [-8.87, -9.76], "species": ["Ga", "C", "C", "C", "C", "N", "C", "C", "N", "B", "N", "C", "C", "N", "C", "S", "C", "C", "C", "C", "N", "C", "C", "N", "C", "S", "C", "C", "C", "C", "C", "S", "H", "H", "H", "H", "H", "H", "H", "H", "H", "H", "H", "H", "H", "H", "H", "H", "H", "H", "H", "H", "H", "H", "H", "H", "H", "H", "H", "H", "H", "H", "H", "H", "H", "H", "C", "C", "O", "N", "Te", "C", "C", "C", "C", "C", "C", "C", "C", "C", "C", "C", "C", "C", "C", "C", "C", "C", "C", "H", "H", "H", "H", "H", "H", "H", "H", "H", "H", "H", "H", "H", "H", "H", "H", "H", "H", "H", "H", "H", "H", "H", "H", "H", "C", "C", "C", "C", "N", "C", "N", "N", "N", "H", "H", "H", "H", "H", "H", "H", "H", "H", "H"], "coordinates": [[0.93, 0.28, 0.04], [0.49, 5.95, -0.37], [-0.48, 4.93, -0.99], [-1.08, 4.12, 0.16], [-1.60, 5.64, -1.76], [0.29, 4.10, -1.97], [1.19, 4.70, -2.84], [1.83, 3.72, -3.50], [1.33, 2.51, -3.06], [1.94, 1.17, -3.50], [0.84, 0.07, -3.60], [-0.04, 0.12, -4.66], [-0.80, -0.98, -4.60], [-0.41, -1.72, -3.50], [0.61, -1.05, -2.90], [1.47, -1.46, -1.46], [-1.01, -3.08, -3.26], [-0.69, -3.66, -1.89], [-0.48, -4.01, -4.35], [-2.53, -2.94, -3.36], [3.17, 0.78, -2.60], [4.21, 0.10, -3.20], [5.28, 0.15, -2.39], [4.90, 0.86, -1.25], [3.59, 1.22, -1.40], [2.62, 2.01, -0.21], [5.91, 1.40, -0.27], [7.19, 0.59, -0.39], [6.17, 2.86, -0.66], [5.43, 1.33, 1.19], [0.37, 2.76, -2.14], [-0.65, 1.55, -1.46], [-0.04, 6.51, 0.40], [1.34, 5.44, 0.08], [0.86, 6.68, -1.10], [-1.42, 4.82, 0.92], [-1.94, 3.53, -0.16], [-0.35, 3.45, 0.61], [-2.23, 6.19, -1.06], [-1.20, 6.35, -2.48], [-2.21, 4.91, -2.29], [1.30, 5.76, -2.93], [2.59, 3.77, -4.26], [2.40, 1.33, -4.60], [-0.06, 0.95, -5.35], [-1.59, -1.30, -5.26], [0.38, -3.87, -1.78], [-1.00, -3.00, -1.08], [-1.23, -4.60, -1.79], [0.60, -4.09, -4.30], [-0.91, -5.01, -4.21], [-0.76, -3.66, -5.35], [-2.90, -2.20, -2.64], [-2.87, -2.67, -4.36], [-2.99, -3.90, -3.11], [4.10, -0.36, -4.17], [6.26, -0.25, -2.54], [7.70, 0.76, -1.34], [7.87, 0.89, 0.40], [7.00, -0.49, -0.29], [6.53, 2.92, -1.69], [5.26, 3.45, -0.57], [6.93, 3.28, -0.01], [5.02, 0.35, 1.43], [6.29, 1.52, 1.84], [4.67, 2.08, 1.40], [1.09, 1.24, 3.19], [-0.24, 0.90, 2.54], [-1.28, 1.23, 3.19], [-0.33, 0.27, 1.38], [-2.87, 0.71, 1.25], [-3.19, -1.35, 0.84], [-2.60, -2.37, 1.61], [-1.72, -2.12, 2.80], [-2.84, -3.70, 1.24], [-3.67, -4.04, 0.18], [-3.91, -5.48, -0.19], [-4.24, -3.01, -0.56], [-4.00, -1.67, -0.27], [-4.61, -0.63, -1.17], [-4.94, 1.08, 1.76], [-5.67, 2.02, 1.02], [-5.18, 2.70, -0.24], [-6.96, 2.34, 1.44], [-7.54, 1.77, 2.57], [-8.93, 2.16, 3.00], [-6.79, 0.85, 3.29], [-5.50, 0.51, 2.92], [-4.71, -0.46, 3.76], [0.93, 1.72, 4.15], [1.66, 1.92, 2.54], [1.66, 0.33, 3.32], [-1.88, -1.14, 3.23], [-0.67, -2.17, 2.51], [-1.89, -2.87, 3.57], [-2.37, -4.48, 1.83], [-3.67, -6.14, 0.64], [-3.29, -5.76, -1.04], [-4.95, -5.63, -0.47], [-4.89, -3.25, -1.39], [-4.86, -1.06, -2.14], [-3.92, 0.21, -1.33], [-5.52, -0.22, -0.73], [-4.12, 2.53, -0.43], [-5.35, 3.78, -0.17], [-5.74, 2.34, -1.10], [-7.53, 3.07, 0.87], [-9.30, 2.99, 2.41], [-8.95, 2.44, 4.05], [-9.62, 1.32, 2.86], [-7.22, 0.39, 4.18], [-5.24, -0.70, 4.68], [-3.74, -0.02, 4.04], [-4.52, -1.38, 3.22], [6.31, -2.07, 3.18], [5.77, -3.49, 3.29], [5.05, -3.72, 4.62], [4.88, -3.85, 2.09], [3.84, -2.86, 1.83], [3.81, -1.90, 0.92], [2.72, -1.19, 1.09], [2.07, -1.76, 2.13], [2.73, -2.76, 2.59], [6.97, -1.86, 4.02], [5.51, -1.33, 3.19], [6.90, -1.94, 2.26], [6.61, -4.19, 3.23], [4.16, -3.10, 4.71], [5.72, -3.49, 5.45], [4.75, -4.76, 4.72], [4.39, -4.81, 2.26], [5.48, -3.92, 1.19], [4.55, -1.76, 0.14]]}

=====

Relative calculated energies, zero for the most stable structure, unit kJ/mol: #i 83.6; #ii 0.0.

=====

#i
{"formula": "C9H25KO7", "method": "ωB97M-V/def2-TZVPD", "spin_multiplicity": 1, "gap_ev": 7.66, "e_lumo_ev": -1.127, "charge": 0, "e_homo_ev": -8.79, "species": ["K", "O", "C", "O", "O", "H", "C", "C", "O", "H", "H", "H", "H", "H", "H", "C", "C", "O", "H", "H", "H", "H", "H", "H", "C", "C", "O", "H", "H", "H", "H", "H", "H", "C", "C", "O", "H", "H", "H", "H", "H", "H"], "coordinates": [[-1.89, -2.64, 3.93], [-0.60, 1.06, 1.25], [-1.87, 0.66, 1.71], [-2.73, 1.55, 1.66], [-2.01, -0.53, 2.07], [-0.89, 1.94, 0.97], [-1.90, 2.89, -1.58], [-2.84, 3.89, -0.91], [-3.95, 3.24, -0.28], [-0.97, 3.40, -1.84], [-2.33, 2.65, -2.55], [-1.66, 2.00, -1.02], [-3.32, 4.50, -1.67], [-2.33, 4.46, -0.13], [-3.63, 2.59, 0.36], [0.82, -3.32, 0.93], [-0.46, -3.26, 0.12], [-1.53, -3.87, 0.87], [0.58, -3.24, 1.99], [1.48, -2.49, 0.68], [1.38, -4.22, 0.68], [-0.40, -3.67, -0.89], [-0.75, -2.20, 0.07], [-2.15, -4.32, 0.29], [4.00, 0.79, 1.89], [2.51, 1.11, 1.73], [1.83, -0.13, 1.59], [4.16, -0.05, 2.55], [4.61, 1.68, 2.02], [4.32, 0.41, 0.90], [2.38, 1.72, 0.83], [2.19, 1.68, 2.60], [0.92, 0.13, 1.34], [1.17, -0.53, -1.70], [0.97, -1.29, -3.00], [-0.34, -0.95, -3.55], [1.14, 0.54, -1.93], [2.15, -0.78, -1.29], [0.35, -0.68, -1.01], [0.99, -2.37, -2.89], [1.62, -0.96, -3.81], [-1.02, -1.36, -3.01]]}

=====

#ii
{"formula": "C9H25KO7", "method": "ωB97M-V/def2-TZVPD", "spin_multiplicity": 1, "gap_ev": 7.33, "e_lumo_ev": -0.433, "charge": 0, "e_homo_ev": -7.76, "species": ["K", "O", "C", "O", "O", "H", "C", "C", "O", "H", "H", "H", "H", "H", "H", "C", "C", "O", "H", "H", "H", "H", "H", "H", "C", "C", "O", "H", "H", "H", "H", "H", "H", "C", "C", "O", "H", "H", "H", "H", "H", "H"], "coordinates": [[-3.26, -1.60, -0.22], [0.66, -0.41, -0.38], [-0.40, -0.82, 0.18], [-0.46, -0.62, 1.38], [-1.37, -1.36, -0.39], [1.00, 0.02, 0.40], [-3.02, 1.35, 3.33], [-2.18, 0.89, 2.15], [-2.04, -0.50, 2.11], [-3.96, 0.79, 3.38], [-3.22, 2.41, 3.18], [-2.60, 1.22, 4.33], [-1.28, 1.51, 2.15], [-2.77, 1.24, 1.31], [-1.39, -0.79, 1.46], [2.99, 0.20, -2.80], [3.20, -0.56, -1.56], [3.58, -1.90, -1.92], [2.41, -0.45, -3.46], [3.93, 0.27, -3.34], [2.54, 1.17, -2.55], [2.21, -0.70, -1.12], [3.89, -0.12, -0.84], [4.41, -1.80, -2.39], [-2.80, 0.47, -2.75], [-2.75, 1.09, -1.32], [-1.43, 1.33, -0.97], [-2.17, -0.41, -2.83], [-2.47, 1.13, -3.56], [-3.80, 0.09, -2.96], [-3.10, 0.53, -0.45], [-3.38, 1.98, -1.34], [-1.04, 0.47, -0.84], [2.64, 0.11, 1.24], [2.31, -1.37, 1.38], [1.26, -1.58, 2.32], [3.48, 0.37, 0.59], [2.84, 0.60, 2.19], [1.81, 0.69, 0.85], [3.23, -1.89, 1.61], [2.07, -1.92, 0.47], [0.46, -1.15, 2.00]]}

=====

Relative calculated energies, zero for the most stable structure, unit kJ/mol: #i 0.0; #ii 1006.7.

=====

#i
{"formula": "C2H8N2S2", "method": "ωB97M-V/def2-TZVPD", "spin_multiplicity": 1, "gap_ev": [7.58, 7.58], "e_lumo_ev": [0.726, 0.726], "charge": 0, "e_homo_ev": [-6.85, -6.85], "species": ["C", "C", "N", "N", "S", "S", "H", "H", "H", "H", "H", "H", "H", "H"], "coordinates": [[1.29, 0.99, -0.65], [-0.80, -0.05, -0.09], [-0.25, -2.49, 0.13], [-0.66, -1.26, 0.64], [1.88, 1.58, 0.90], [-1.63, 1.23, 0.87], [1.99, 0.32, -1.25], [0.99, 1.86, -1.17], [-1.25, -0.05, -1.16], [-0.63, -2.51, -0.81], [0.80, -2.58, 0.24], [-0.49, -1.19, 1.58], [1.05, 2.67, 0.97], [-2.30, 1.47, -0.21]]}

=====

#ii
{"formula": "C2H8N2S2", "method": "ωB97M-V/def2-TZVPD", "spin_multiplicity": 1, "gap_ev": [8.41, 8.41], "e_lumo_ev": [0.604, 0.604], "charge": 0, "e_homo_ev": [-7.81, -7.81], "species": ["C", "C", "N", "N", "S", "S", "H", "H", "H", "H", "H", "H", "H", "H"], "coordinates": [[1.50, 0.83, 0.85], [-0.94, -0.04, -0.45], [-1.57, -2.39, -0.29], [-1.61, -1.12, -0.10], [2.11, 0.67, -0.82], [-1.77, 1.46, -0.26], [0.65, 0.18, 1.03], [1.21, 1.87, 0.81], [-0.07, 0.00, -1.22], [2.48, 0.64, 1.49], [-0.84, -2.56, -0.83], [-2.50, -0.89, 0.41], [1.94, -0.68, -0.90], [-0.57, 2.02, 0.28]]}

=====

Relative calculated energies, zero for the most stable structure, unit kJ/mol: #i 52.8; #ii 0.0.